# 1
Computed, not measured: a molecular structure, C53H42BN6O7S3Tb, with ωB97M-V/def2-TZVPD.

The HOMO energy (alpha / beta) is -8.37 / -8.37 eV. Its spin multiplicity is 7. Its energy is -4943.9774 a.u. The calculation puts the LUMO energy (alpha / beta) at -0.030 / -0.030 Ha. Its total charge is 0. Its energy above the lowest of the compared OMol25 structures with the same formula, charge and spin is 0.0 kJ/mol. The strongest force on any atom comes out at 3.8 eV/A.

```
113
C53H42BN6O7S3Tb, DFT ωB97M-V/def2-TZVPD
Tb 11.3604 13.3971 13.4548
C 18.8560 9.9637 15.6975
C 17.5883 10.7887 15.7881
C 17.6369 12.0049 16.5196
C 16.6117 12.9577 16.3526
C 15.4075 12.5190 15.7759
C 15.2799 11.2375 15.3431
C 16.3464 10.3277 15.3378
S 14.0033 13.5916 15.6950
O 13.3114 13.1040 14.3820
C 14.8950 15.0659 15.2035
C 15.7297 14.8904 14.0795
C 16.2248 15.9167 13.3514
C 15.9239 17.2156 13.7791
C 16.2818 18.3263 13.0067
C 16.0886 19.6063 13.4138
C 15.4512 19.8696 14.6712
C 14.9369 18.8009 15.4096
C 15.1656 17.4540 15.0168
C 14.5779 16.3309 15.6303
C 13.7455 16.5461 16.8957
C 14.4241 16.7548 18.1456
C 15.8182 16.9290 18.2366
C 16.4041 17.1393 19.4702
C 15.6750 17.2343 20.6483
C 14.3014 17.1575 20.5591
C 13.6361 16.9041 19.3470
C 12.2616 16.7899 19.3441
C 11.6352 16.5911 18.1343
C 12.3460 16.5841 16.9118
S 11.2284 16.4117 15.5117
O 11.8058 15.2357 14.7172
C 11.7397 17.8418 14.6233
C 11.4661 19.0934 15.1637
C 11.7914 20.2376 14.4959
C 12.4188 20.1642 13.2817
C 13.0646 21.2678 12.5368
C 12.5940 18.8705 12.6539
C 12.3571 17.6936 13.3571
H 19.1897 9.6742 16.6699
H 19.7070 10.6223 15.3610
H 18.6933 9.1554 15.0262
H 18.5134 12.2215 17.1458
H 16.7183 13.9607 16.7984
H 14.2254 10.9430 15.1547
H 16.2381 9.3523 14.8643
H 15.8557 13.8931 13.6147
H 16.7247 15.6895 12.4088
H 16.6970 18.1792 11.9891
H 16.5782 20.4246 12.9012
H 15.2835 20.9273 15.0041
H 14.3474 18.9704 16.2852
H 16.3997 17.0235 17.3494
H 17.5356 17.0056 19.5803
H 16.0993 17.3694 21.6340
H 13.7264 17.4691 21.4527
H 11.6319 16.8230 20.2521
H 10.5943 16.2546 17.9728
H 10.9948 19.0254 16.1645
H 11.6006 21.2489 14.9092
H 13.5139 21.9701 13.2838
H 12.4113 21.8399 11.8542
H 13.9447 20.8734 11.9634
H 13.0712 18.8864 11.6301
H 12.4555 16.7181 12.9065
B 8.7005 13.6407 16.5527
N 10.1741 13.1228 16.6082
C 10.7684 12.7833 17.7829
C 11.6269 11.6377 17.5871
C 11.3985 11.2788 16.2562
N 10.6999 12.2368 15.6527
N 8.4482 14.2290 15.1365
C 7.3935 14.9946 14.8624
C 7.1515 14.9914 13.4621
C 8.1257 14.1793 12.9505
N 8.9697 13.7590 13.9050
H 7.9738 12.7460 16.5824
H 8.6773 14.5888 17.3409
H 10.4730 13.2368 18.6534
H 12.2360 11.0829 18.3297
H 11.7251 10.4059 15.6712
H 6.7881 15.4208 15.6936
H 6.3763 15.5319 12.9064
H 8.2412 13.8662 11.9293
O 11.8214 13.7103 9.3104
C 11.7348 14.2424 10.3953
O 12.2275 13.8556 11.5413
C 10.9398 15.5062 10.4652
C 10.8978 16.2463 9.2446
C 10.2615 17.4840 9.2291
C 9.6275 17.9052 10.4539
C 9.7242 17.1116 11.5833
N 10.3180 15.9381 11.6114
H 11.4436 15.8203 8.4197
H 10.3563 18.1777 8.3774
H 9.1265 18.8614 10.5884
H 9.1846 17.4154 12.4710
O 10.3367 11.7046 12.1187
C 11.2903 10.8895 11.9571
N 12.3287 10.8217 12.8453
S 13.4526 9.6319 12.3960
O 13.4322 8.7092 13.5558
O 14.7175 10.0927 11.8031
C 12.4529 9.1677 10.9926
C 12.7691 8.0499 10.2638
C 11.8430 7.6448 9.3080
C 10.8758 8.5896 8.9342
C 10.5180 9.6689 9.7982
C 11.3554 9.9336 10.8622
H 13.6797 7.5056 10.4854
H 12.0119 6.7175 8.7545
H 10.2764 8.3909 8.0138
H 9.5538 10.2322 9.6552
```

---

# 2
Computed, not measured: a molecular structure, C53H42BiI2N4O7, with ωB97M-V/def2-TZVPD.

The HOMO energy is -4.75 eV. Its energy is -3600.6975 a.u. The calculation puts the LUMO energy at 0.074 Ha. Its total charge is -1. Its energy above the lowest of the compared OMol25 structures with the same formula, charge and spin is 87.2 kJ/mol. The strongest force on any atom comes out at 3.8 eV/A.

```
109
C53H42BiI2N4O7, DFT ωB97M-V/def2-TZVPD
Bi 12.2165 13.8878 11.7552
O 13.3527 14.3380 13.5602
C 12.8701 14.8544 14.7295
C 11.3957 14.4271 15.0559
C 11.2572 12.9513 15.0842
C 11.0855 12.2668 16.2686
C 10.9787 10.8764 16.1869
C 11.0631 10.2097 14.9557
C 11.1768 11.0150 13.8519
C 11.1585 10.4901 12.4389
C 12.6569 10.6529 11.6954
O 13.0674 11.8971 11.7711
C 13.5414 9.6312 12.4749
C 13.2280 8.2652 12.5288
C 13.9804 7.4977 13.4019
C 15.0615 8.0438 14.0873
C 15.4237 9.3773 13.9263
C 14.6329 10.1818 13.1404
C 12.5006 10.2272 10.2312
C 11.3718 9.6774 9.7124
C 11.3065 9.1798 8.4193
C 12.4236 9.2353 7.5764
C 13.5682 9.8731 8.0957
C 13.6154 10.3248 9.3813
N 11.2163 12.3398 13.9154
C 13.7581 14.2444 15.8676
C 13.9719 14.8358 17.1034
C 14.6713 14.2346 18.0759
C 15.1865 12.9790 17.8836
C 14.9951 12.2946 16.6547
C 14.3498 12.9906 15.6363
C 13.0418 16.3822 14.7597
C 14.1109 16.8810 14.0127
C 14.2791 18.2915 14.0013
C 13.4518 19.1331 14.7601
C 12.4236 18.5981 15.5057
C 12.2244 17.2190 15.5282
H 11.0795 14.8110 16.0436
H 10.7352 14.8870 14.3013
H 11.1325 12.8719 17.2232
H 10.8232 10.2757 17.0897
H 11.0192 9.1393 14.7860
H 10.8197 9.4298 12.3968
H 10.5472 11.2179 11.8587
H 12.3696 7.8859 12.0180
H 13.7490 6.4373 13.5990
H 15.7572 7.4053 14.6415
H 16.2639 9.7630 14.5171
H 14.8047 11.2340 13.0083
H 10.4227 9.7892 10.2614
H 10.3683 8.7707 8.0991
H 12.4128 8.8067 6.5983
H 14.4707 9.9200 7.5094
H 14.4278 10.8936 9.7243
H 13.6310 15.7862 17.3688
H 14.9142 14.7316 19.0019
H 15.7127 12.5718 18.7310
H 15.3460 11.3116 16.6400
H 14.0088 12.5346 14.6965
H 14.8138 16.2766 13.4260
H 15.0217 18.7308 13.3219
H 13.5305 20.2229 14.6301
H 11.8091 19.2459 16.0653
H 11.3778 16.8741 16.0806
O 10.1004 18.6301 11.7878
C 10.8810 17.5759 11.9640
O 10.6805 16.7516 12.8176
C 12.1339 17.6567 11.0902
C 12.5166 18.7784 10.3383
C 13.6642 18.7314 9.5381
C 14.3403 17.5334 9.4010
C 13.8525 16.4631 10.1707
N 12.7888 16.5007 10.9527
C 14.6420 15.1310 10.0865
O 15.6173 15.0124 9.3594
O 14.1712 14.1585 10.7551
H 9.4290 18.6681 12.4614
H 11.9716 19.7304 10.2961
H 13.9402 19.5645 8.8904
H 15.1772 17.3024 8.7900
I 5.6166 13.1792 6.6399
C 7.3393 13.0668 7.9101
C 8.5393 12.9581 7.3235
C 9.6033 12.8978 8.1825
I 11.5467 13.0160 7.4581
C 9.5262 12.8795 9.5662
O 10.5585 12.6450 10.3120
C 8.2033 12.9650 10.1151
C 8.1889 13.3278 11.6139
N 8.8264 14.5932 11.7128
C 8.1218 15.6450 11.0834
C 8.5387 16.1513 9.6799
C 7.7180 16.1633 8.5436
C 8.1997 16.6566 7.3083
C 9.5276 17.0395 7.2654
C 10.2812 16.9747 8.4304
N 9.8459 16.5214 9.6128
C 7.1345 13.1265 9.2887
H 8.5241 12.7727 6.2087
H 7.0510 13.3008 11.8223
H 8.5799 12.5178 12.2215
H 9.1628 14.8027 12.6651
H 7.0250 15.4583 11.1883
H 8.2091 16.5421 11.7027
H 6.7146 15.8104 8.6578
H 7.5453 16.6666 6.4265
H 9.9404 17.4664 6.3653
H 11.3338 17.1801 8.4432
H 6.1329 13.2336 9.6453
```

---

Number 1: M 1140.9 g/mol. Number 2: M 1309.7 g/mol.